1.
{
  "formula": "C20H37AsBCrN6O4P",
  "method": "ωB97M-V with the def2-TZVPD basis set",
  "s2": 6.014,
  "lumo_energy_ev": [0.55, 0.43],
  "mol_weight_g_mol": 594.3,
  "e_above_lowest_ev": 0.131,
  "spin_multiplicity": 5,
  "e_homo_ev": [-8.137, -8.716],
  "elements": ["As", "Cr", "P", "O", "O", "O", "O", "N", "N", "N", "N", "N", "N", "C", "C", "C", "C", "C", "C", "C", "C", "C", "C", "C", "C", "C", "C", "C", "C", "C", "C", "C", "C", "B", "H", "H", "H", "H", "H", "H", "H", "H", "H", "H", "H", "H", "H", "H", "H", "H", "H", "H", "H", "H", "H", "H", "H", "H", "H", "H", "H", "H", "H", "H", "H", "H", "H", "H", "H", "H", "H"],
  "xyz": [[-1.93, 1.92, 0.60], [0.44, 1.03, 0.08], [0.22, 2.05, -2.48], [1.19, 1.83, -3.72], [-0.61, 0.85, -2.16], [1.09, 2.47, -1.30], [-0.76, 3.23, -2.89], [2.20, -0.04, -0.40], [0.42, -0.16, 1.79], [2.15, -1.39, -0.37], [-0.26, -2.18, -0.47], [0.75, -1.46, 1.72], [-1.36, -1.47, -0.17], [-3.18, 1.95, -0.87], [1.19, -0.51, -4.32], [-1.78, -2.75, -1.98], [-0.09, 5.31, -1.82], [0.43, -1.02, 3.86], [-1.70, 5.21, -3.74], [0.24, 0.12, 3.08], [-0.48, -2.96, -1.55], [3.19, -1.89, -1.04], [0.94, 0.91, -4.83], [-2.29, 3.69, 1.35], [3.94, -0.84, -1.56], [-0.43, 4.63, -3.14], [0.73, 4.75, -4.12], [-0.48, 1.07, -5.36], [3.27, 0.30, -1.13], [-2.27, -1.80, -1.07], [-2.88, 0.83, 1.89], [0.75, -2.00, 2.94], [1.96, 1.31, -5.88], [1.03, -2.16, 0.38], [3.32, -2.96, -1.11], [-2.53, 5.09, -3.05], [1.43, -3.28, 0.59], [0.35, -1.12, 4.93], [0.05, 6.38, -1.98], [-2.92, 2.80, -1.51], [-2.68, -0.22, 1.69], [-3.06, 1.05, -1.46], [-0.60, 0.43, -6.23], [1.09, -1.22, -5.15], [-3.26, -1.36, -1.03], [-1.57, 3.94, 2.12], [0.47, -0.77, -3.55], [4.83, -0.90, -2.15], [-1.57, 6.27, -3.95], [0.29, -3.60, -1.94], [0.81, 4.89, -1.38], [2.97, 1.27, -5.46], [-1.21, 0.78, -4.61], [-2.54, 1.07, 2.90], [0.99, -3.05, 3.07], [-0.02, 1.12, 3.39], [1.77, 2.32, -6.23], [2.20, -0.59, -3.91], [1.65, 4.33, -3.71], [-0.66, 2.10, -5.66], [3.48, 1.34, -1.31], [-2.28, -3.21, -2.81], [-2.25, 4.43, 0.56], [-3.29, 3.68, 1.78], [0.50, 4.25, -5.06], [-3.95, 1.03, 1.82], [-1.94, 4.69, -4.67], [-0.91, 5.18, -1.10], [1.91, 0.62, -6.73], [-4.19, 2.06, -0.48], [0.90, 5.81, -4.32]],
  "lowdin_charge": [1.091, 0.606, 0.238, -0.163, -0.314, -0.369, -0.165, -0.025, -0.067, -0.015, -0.041, -0.019, 0.053, -0.270, -0.020, -0.066, -0.024, -0.043, -0.026, -0.152, -0.097, -0.075, -0.604, -0.286, -0.055, -0.614, -0.027, -0.026, -0.128, -0.175, -0.293, -0.058, -0.026, -0.513, 0.122, 0.083, 0.120, 0.094, 0.092, 0.016, 0.009, 0.009, 0.093, 0.093, 0.097, 0.024, 0.067, 0.095, 0.090, 0.119, 0.076, 0.089, 0.081, 0.020, 0.123, 0.109, 0.080, 0.078, 0.087, 0.081, 0.114, 0.088, 0.007, 0.031, 0.078, 0.030, 0.087, 0.069, 0.090, 0.036, 0.093]
}

=====

2.
{
  "formula": "C27H21AlCl5N5O7S",
  "method": "ωB97M-V with the def2-TZVPD basis set",
  "lumo_energy_ev": [-1.31, -1.30],
  "mol_weight_g_mol": 763.8,
  "e_above_lowest_ev": 19.029,
  "e_homo_ev": [-7.737, -7.532],
  "elements": ["Cl", "Cl", "Cl", "Cl", "Cl", "S", "Al", "O", "O", "O", "O", "O", "O", "O", "N", "N", "N", "N", "N", "C", "C", "C", "C", "C", "C", "C", "C", "C", "C", "C", "C", "C", "C", "C", "C", "C", "C", "C", "C", "C", "C", "C", "C", "C", "C", "C", "H", "H", "H", "H", "H", "H", "H", "H", "H", "H", "H", "H", "H", "H", "H", "H", "H", "H", "H", "H", "H"],
  "xyz": [[-5.18, -3.12, -1.48], [-2.57, -1.75, -2.42], [-2.27, 0.73, 2.54], [-4.48, -1.16, 3.51], [-6.10, -2.87, 1.49], [3.30, -6.13, -2.20], [-0.26, -0.22, -0.04], [-3.19, 1.83, 2.91], [0.16, 4.05, -6.56], [0.77, -0.29, 1.38], [0.81, 4.03, 1.99], [0.45, 0.81, -1.23], [0.50, 5.64, -5.15], [0.27, -1.17, -3.34], [-0.84, 0.07, 2.80], [0.29, -2.06, -0.57], [1.65, -6.85, -0.29], [-0.60, 2.57, 0.96], [0.34, 4.47, -5.43], [0.56, 3.93, -3.03], [1.09, 2.23, 4.19], [2.96, 1.66, 0.81], [1.10, 1.78, 2.70], [-4.28, -2.14, -0.38], [-0.38, -3.17, -0.27], [0.14, -0.19, -4.02], [0.43, 2.90, 1.90], [2.61, 1.80, 2.29], [0.22, 2.16, -4.62], [1.47, -4.54, -0.92], [-2.95, -0.47, 1.26], [-2.40, -0.59, 0.00], [0.26, 1.22, -3.59], [0.54, 0.35, 2.59], [0.17, -4.43, -0.43], [-4.72, -2.02, 0.94], [-1.42, 1.69, 1.15], [2.12, -5.88, -1.10], [0.37, 3.50, -4.34], [-3.12, -1.49, -0.80], [1.53, -2.16, -1.07], [-0.27, 2.36, 4.88], [-3.97, -1.23, 1.81], [2.14, -3.38, -1.27], [0.42, 1.64, -2.25], [0.57, 3.02, -2.01], [-0.11, 2.69, 5.91], [1.71, 1.52, 4.73], [0.68, 4.99, -2.84], [3.08, 0.99, 2.85], [-1.38, -3.05, 0.12], [-0.44, -5.29, -0.21], [-2.85, -0.21, 3.24], [-0.91, 3.09, 4.39], [0.09, 1.84, -5.64], [3.14, -3.44, -1.67], [0.67, 3.35, -0.99], [-0.08, -0.29, -5.11], [1.58, 3.20, 4.22], [4.01, 1.89, 0.67], [2.76, 0.66, 0.45], [2.39, 2.36, 0.19], [2.02, -1.24, -1.33], [2.09, -7.75, -0.34], [1.06, -6.64, 0.49], [3.00, 2.75, 2.65], [-0.80, 1.41, 4.92]],
  "lowdin_charge": [0.701, 0.760, 0.903, 0.748, 0.712, 0.709, 0.170, -0.396, 0.073, -0.087, 0.144, -0.001, 0.078, 0.008, -0.186, 0.061, 0.089, 0.199, -0.358, 0.031, -0.182, -0.066, -0.314, -0.698, -0.063, -0.204, -0.383, -0.165, 0.047, -0.204, -0.288, -0.125, -0.088, -0.237, 0.020, -0.702, -0.117, -0.831, -0.144, -0.688, -0.059, -0.085, -0.570, 0.008, -0.233, 0.025, 0.078, 0.123, 0.127, 0.127, 0.118, 0.120, -0.054, 0.079, 0.127, 0.100, 0.098, 0.131, 0.114, 0.082, 0.057, 0.063, 0.128, 0.101, 0.101, 0.116, 0.055]
}

=====

3.
{
  "formula": "C3H2Br2P2",
  "method": "ωB97M-V with the def2-TZVPD basis set",
  "lumo_energy_ev": [-2.38, -2.44],
  "mol_weight_g_mol": 259.8,
  "e_above_lowest_ev": 2.752,
  "e_homo_ev": [-9.254, -9.242],
  "elements": ["Br", "Br", "P", "P", "C", "C", "C", "H", "H"],
  "xyz": [[-1.33, 1.76, -1.69], [2.88, 0.86, -1.75], [-0.87, -1.21, 1.53], [1.25, -0.88, 1.05], [0.67, 0.06, -0.40], [-0.51, 0.69, -0.38], [-1.41, 0.20, 0.64], [1.82, -1.96, 0.34], [-2.50, 0.48, 0.65]],
  "lowdin_charge": [0.762, 0.012, 0.669, 0.628, -0.557, -0.957, -0.535, -0.077, 0.056]
}

=====

4.
{
  "formula": "C3H3N3O",
  "method": "ωB97M-V with the def2-TZVPD basis set",
  "lumo_energy_ev": 0.25,
  "mol_weight_g_mol": 97.1,
  "e_above_lowest_ev": 5.184,
  "e_homo_ev": -8.407,
  "elements": ["O", "N", "N", "N", "C", "C", "C", "H", "H", "H"],
  "xyz": [[0.20, 2.45, -0.22], [-0.04, -0.56, 2.36], [0.98, -0.68, -1.99], [0.17, -1.21, -1.32], [-0.63, -0.15, -0.07], [0.38, 1.42, -0.69], [-0.38, -0.44, 1.19], [-1.66, -0.02, -0.39], [0.00, -1.51, 2.74], [1.06, 0.41, -1.69]],
  "lowdin_charge": [0.116, 0.142, 0.012, 0.023, -0.190, -0.074, -0.215, 0.101, 0.074, 0.012]
}